# 1
A 14-piece molecular cluster, C4H35NO16 overall at a distorted geometry, computed with wB97M-V/def2-TZVPD.

Values from the calculation:
E_HOMO: -9.29 eV
electronic energy: -1431.8938 Ha
energy above the lowest of the compared OMol25 structures with the same formula, charge and spin: 144.07 kcal per mole
E_LUMO: -0.152 eV

The geometry in XYZ format:
```
56
Properties=species:S:1:pos:R:3:forces:R:3
O -2.200 1.055 -2.457 1.1 -0.9 0.9
O 0.873 -4.573 -0.828 6.6 1.0 1.2
O 2.891 -1.086 -2.120 0.7 1.3 2.0
O -0.514 2.709 -2.804 -1.1 2.1 -1.1
O 3.619 1.225 -1.731 -0.3 1.8 -0.7
O -2.787 -2.214 3.346 -0.9 0.3 -0.7
O -4.766 -0.646 0.940 -4.3 -3.3 1.2
O 2.114 -0.505 3.152 3.2 1.6 -0.3
O 3.065 3.028 1.030 0.1 -0.9 1.6
O 1.652 3.180 -1.278 -0.4 0.3 -0.3
O -1.511 0.004 1.780 0.1 0.0 0.2
O -0.478 -1.218 4.123 3.0 -1.1 3.2
O -2.652 -0.734 -0.548 0.7 0.4 -1.6
O 3.158 0.263 1.242 1.5 0.8 -0.1
O 1.767 1.132 -4.413 -2.7 1.1 -1.8
O -3.028 -2.832 0.735 -0.3 -2.8 -0.2
N 0.939 -1.146 -0.085 -0.6 0.1 -0.6
C -0.488 1.742 0.444 -1.9 -1.8 -1.6
C 2.231 -0.153 1.837 -4.8 -3.6 1.7
C -0.228 0.624 1.505 -0.1 -0.5 0.6
C 0.836 -0.565 1.281 -1.6 -0.5 -2.9
H 0.374 -1.465 1.793 0.8 1.5 0.3
H 2.373 1.002 -3.705 0.2 0.7 1.4
H 0.060 0.968 2.515 -0.2 0.6 -0.5
H -0.993 -0.971 3.414 -2.5 0.6 -2.5
H -5.070 -0.871 0.057 0.4 0.4 -0.1
H -3.799 -3.453 0.670 1.0 0.9 0.2
H -4.095 -0.063 0.915 3.2 3.2 -0.7
H 1.018 1.833 -4.306 2.4 -1.9 0.7
H 2.711 2.424 1.754 1.1 1.2 -1.4
H 2.109 -1.111 -2.596 -2.5 0.1 -1.6
H -0.095 2.762 0.512 -0.1 -0.5 0.6
H 0.051 -1.470 -0.571 1.7 1.0 1.2
H 4.472 0.973 -2.046 0.8 -0.2 -0.5
H -1.731 0.465 -3.079 -0.5 0.4 0.0
H -2.034 -1.422 -0.892 -0.9 0.8 0.5
H 3.385 -1.756 -2.494 1.9 -2.4 -1.1
H -2.781 -2.594 2.427 0.1 0.2 1.1
H 0.300 3.077 -2.337 -1.1 0.5 -0.4
H -0.867 -2.015 4.524 0.0 0.7 -0.6
H 3.562 0.830 -0.881 -0.3 -0.8 1.4
H 1.626 -0.738 -0.725 -0.6 -0.1 0.6
H -3.400 -1.975 0.881 -0.9 1.0 -0.3
H -3.359 -1.419 3.263 0.5 -0.8 0.2
H 2.392 2.575 -1.428 0.2 0.0 0.0
H -2.122 -0.036 1.009 1.3 -0.2 0.0
H 1.580 -3.792 -0.548 -3.1 -2.8 -1.0
H 0.068 -4.176 -0.885 -3.5 2.0 -0.1
H -0.186 1.389 -0.626 -0.3 0.4 2.1
H 4.034 2.861 0.988 -1.1 0.0 0.2
H 1.304 -0.961 3.417 -0.8 0.0 -0.1
H 1.662 3.360 -0.327 0.4 0.0 -0.3
H -1.308 3.344 -3.119 3.4 -1.8 1.5
H -1.681 1.712 0.484 2.6 1.0 -0.4
H -1.384 1.423 -1.968 -1.7 0.0 -1.2
H -2.671 -0.001 -1.242 0.3 -0.7 0.3
```
Forces are in eV/Å.

Atom charges from the Löwdin analysis, given in e for atoms 1 to 5: -0.106, -0.091, 0.006, -0.169, -0.035

---

# 2
A 19-piece molecular cluster, C4H36BO26 overall at a distorted geometry, computed with wB97M-V/def2-TZVPD.

Values from the calculation:
E_HOMO: -8.00 eV
electronic energy: -2155.4881 Ha
energy above the lowest of the compared OMol25 structures with the same formula, charge and spin: 15.19 kcal per mole
E_LUMO: 1.619 eV
net charge: -1

The geometry in XYZ format:
```
67
Properties=species:S:1:pos:R:3:forces:R:3
O -1.249 -0.469 0.085 -0.3 1.0 0.1
O 1.672 2.867 -3.323 0.0 -0.1 0.1
O 0.239 -0.675 -1.744 0.1 1.4 0.3
O -5.947 -2.859 -1.434 0.0 0.3 0.2
O -1.760 -4.601 2.061 0.0 0.0 0.1
O 4.380 0.243 3.045 0.0 0.0 0.0
O 1.414 -4.387 -3.842 0.2 -0.3 -0.1
O -0.418 1.597 -1.037 -0.4 0.5 0.4
O 0.981 0.296 0.281 0.8 -0.8 0.6
O -2.843 4.664 0.471 -0.1 0.0 0.0
O 4.466 3.283 1.336 0.3 0.2 -0.2
O 1.658 -3.515 -1.139 -0.1 0.2 0.0
O -3.637 -4.540 -1.298 -0.2 0.0 0.4
O 1.957 1.916 1.478 -0.4 -0.3 -0.4
O 1.790 0.063 3.976 -0.4 0.0 0.2
O 0.943 -3.196 1.664 -0.2 0.2 0.0
O -2.413 -2.366 -0.295 0.2 1.5 0.1
O 0.199 3.627 -0.182 -0.5 -0.1 -0.1
O 3.541 -1.337 -0.917 -0.2 0.0 -0.1
O -0.761 -2.444 -2.678 0.0 0.0 -0.2
O 2.124 -0.982 -4.334 0.1 -0.1 0.0
O -2.896 2.170 -2.581 -0.1 0.0 0.0
O 1.760 3.678 3.749 -0.1 0.0 0.2
O 2.153 5.907 -0.218 0.1 0.1 -0.1
O -2.336 0.901 2.745 0.5 0.4 0.2
O -4.478 -0.661 1.418 0.0 0.2 0.0
C 1.197 1.521 0.634 -0.2 1.8 0.8
C -0.658 -1.616 -1.828 -1.3 -1.2 -0.4
C -1.613 -1.506 -0.606 0.4 -1.8 -0.3
C 0.221 2.437 -0.205 1.3 -0.9 -0.2
B -0.123 0.218 -0.623 0.0 -0.8 -0.7
H 4.498 3.106 2.279 -0.1 -0.2 0.0
H 3.440 0.216 3.294 0.2 0.1 -0.1
H 3.527 3.268 1.125 0.0 0.0 0.1
H -5.161 -0.125 1.004 -0.1 -0.1 -0.1
H 1.599 2.834 3.310 0.2 0.2 -0.2
H 0.994 -2.242 1.536 0.1 0.1 0.0
H 2.272 3.452 4.531 0.0 0.0 0.0
H -2.226 2.244 -1.894 0.1 0.0 0.0
H 1.613 -4.331 -2.896 -0.2 0.1 0.0
H 0.854 2.539 -2.937 -0.1 0.0 0.0
H 3.549 -0.764 -1.693 0.1 0.0 -0.1
H 1.594 -0.328 -4.799 0.0 0.1 0.0
H -1.250 -3.913 1.620 0.1 0.0 -0.2
H -3.283 1.056 2.765 -0.1 -0.2 -0.1
H -3.593 2.772 -2.304 0.0 0.0 0.0
H 2.171 -2.694 -1.215 0.3 -0.1 0.1
H -3.214 -3.825 -0.792 0.3 -0.3 -0.4
H -2.447 5.321 -0.108 0.1 0.0 0.0
H 0.666 -3.306 2.579 0.1 -0.1 0.1
H 1.597 -3.680 -0.190 0.0 -0.1 0.0
H -3.331 -4.405 -2.200 0.2 0.0 0.0
H -5.670 -2.463 -2.263 0.0 0.0 0.0
H 1.054 -3.525 -4.063 -0.1 0.1 0.1
H 1.654 -1.127 -3.507 -0.1 0.0 0.1
H 1.407 3.238 -4.169 0.0 0.1 0.0
H 3.234 -0.774 -0.199 0.1 0.1 0.1
H 1.589 6.312 0.445 0.0 -0.1 0.1
H 1.781 5.027 -0.341 -0.1 0.0 0.0
H -2.114 4.358 1.020 0.1 0.0 0.0
H 4.857 0.135 3.872 0.0 0.0 0.0
H 1.659 -0.321 4.848 0.0 0.0 0.0
H -5.153 -3.313 -1.105 -0.2 -0.2 -0.3
H 0.964 0.521 3.784 0.0 0.0 -0.1
H -4.071 -1.143 0.689 0.0 -0.2 0.0
H -2.440 -4.841 1.426 0.0 0.0 0.0
H -2.184 0.486 1.892 -0.2 -0.3 -0.1
```
Forces are in eV/Å.

Atom charges from the Löwdin analysis, given in e for atoms 1 to 5: 0.239, -0.040, 0.232, -0.076, -0.056

---

# 3
C4H36HgO15 as an isolated structure at a distorted geometry, computed with wB97M-V/def2-TZVPD.

Values from the calculation:
E_HOMO: -8.88 eV
electronic energy: -1455.8364 Ha
E_LUMO: -2.801 eV

The geometry in XYZ format:
```
56
Properties=species:S:1:pos:R:3:forces:R:3
Hg 2.748 1.567 1.620 -2.9 -0.3 -1.3
O -3.335 3.085 -0.612 0.0 0.1 0.3
O -3.156 0.845 0.831 -0.1 -0.8 0.3
O 0.738 2.647 1.782 1.3 0.0 -1.1
O 2.897 1.509 -2.452 0.2 -0.1 0.0
O -0.660 -1.242 -3.441 0.3 -0.4 -0.1
O -1.328 1.971 -3.209 0.3 0.2 -0.1
O 1.087 -2.995 3.192 -0.2 0.3 0.1
O -2.919 0.003 -1.961 -0.4 -0.6 0.4
O 1.482 -3.306 -2.426 -0.2 0.1 0.2
O 3.808 -1.515 -2.198 -0.1 -0.1 0.1
O 2.221 0.240 3.475 0.2 -0.4 0.9
O 2.284 -0.006 0.007 1.4 1.0 -0.3
O 0.749 2.901 -1.094 0.2 0.0 0.2
O -1.403 -3.057 -0.036 -0.8 0.0 0.1
O 0.721 -4.447 0.744 -0.1 -0.1 0.2
C -0.433 2.787 3.874 -1.4 0.8 0.8
C 1.027 -0.595 0.011 -0.7 -0.5 1.7
C -0.520 2.656 2.367 1.4 -1.5 0.7
C -0.156 0.157 -0.569 0.5 -0.8 -0.2
H -1.113 3.426 1.865 0.0 0.3 0.3
H -0.117 -3.999 0.540 0.9 -0.1 -0.2
H 1.047 -1.607 -0.412 0.4 0.1 -0.4
H -0.372 1.032 0.038 -0.5 -0.1 -0.1
H 1.852 -3.540 3.391 0.0 -0.1 -0.1
H -1.421 2.560 4.293 -0.1 0.3 0.0
H 2.681 0.282 4.322 0.0 0.0 -0.1
H 0.760 -2.879 -2.905 0.0 0.1 0.0
H -1.905 1.716 -3.934 0.0 -0.1 0.0
H -2.976 2.476 0.055 -0.2 0.4 -0.5
H 1.339 -0.092 3.688 0.0 -0.1 -0.3
H -3.077 0.046 -1.002 0.0 0.3 0.0
H 0.492 2.121 -0.575 0.5 1.0 -0.4
H 2.167 -2.623 -2.361 0.2 -0.2 -0.2
H -0.403 -0.690 -2.691 -0.2 -0.1 -0.4
H -1.053 1.701 2.205 0.0 -0.2 -0.3
H 2.818 0.973 -1.642 -0.2 0.1 0.0
H 3.218 2.364 -2.149 -0.1 0.0 0.0
H 0.786 -3.311 2.323 0.4 -0.2 0.1
H 4.738 -1.636 -1.989 0.0 -0.1 -0.1
H -0.196 3.811 4.168 0.2 -0.1 0.0
H -2.535 0.425 1.440 0.1 0.1 0.0
H -1.566 1.374 -2.492 -0.2 0.2 -0.2
H -3.858 2.529 -1.196 0.1 0.0 -0.1
H 0.215 2.107 4.428 0.4 -0.1 -0.6
H -1.869 -3.887 0.134 -0.2 0.1 -0.1
H -1.990 -2.573 -0.625 0.2 0.1 -0.1
H 0.746 -0.803 1.055 -0.1 -0.1 0.1
H -1.565 -1.495 -3.254 -0.1 0.1 0.0
H 1.018 2.547 -1.951 -0.1 0.0 0.0
H 0.001 0.391 -1.620 0.3 0.7 0.2
H -4.015 0.765 1.263 0.0 0.1 0.0
H 3.436 -1.061 -1.428 0.0 0.2 0.2
H 1.254 -4.334 -0.055 -0.1 0.1 -0.1
H -0.992 -0.540 -0.582 -0.1 0.1 0.4
H -3.400 -0.781 -2.250 -0.2 0.2 -0.1
```
Forces are in eV/Å.

Atom charges from the Löwdin analysis, given in e for atoms 1 to 5: 1.266, -0.067, -0.052, -0.392, -0.067

---

# 4
A 13-piece molecular cluster, C4H37N2O12 overall at a distorted geometry, computed with wB97M-V/def2-TZVPD.

Values from the calculation:
E_HOMO: -11.68 eV
electronic energy: -1186.7546 Ha
energy above the lowest of the compared OMol25 structures with the same formula, charge and spin: 50.69 kcal per mole
E_LUMO: -2.398 eV
net charge: +1

The geometry in XYZ format:
```
55
Properties=species:S:1:pos:R:3:forces:R:3
O 0.086 2.922 -3.012 0.3 0.5 0.8
O -1.955 -3.604 1.772 0.1 -0.2 0.0
O 2.116 -1.267 0.838 0.1 -0.1 0.4
O -1.056 0.808 -4.043 0.5 -0.2 -0.1
O 0.701 -0.237 -1.062 -0.4 0.4 0.1
O 1.072 3.556 0.920 -0.3 -0.7 0.4
O 1.638 -3.187 -1.221 0.9 1.1 0.6
O 2.404 -3.834 3.342 0.2 0.4 -0.2
O 2.827 0.970 -2.868 -0.1 -1.1 0.2
O 3.721 0.496 -0.379 0.2 0.0 0.3
O 2.483 3.568 -2.109 0.1 -0.6 0.6
O -0.967 -1.540 -3.096 0.1 -1.0 0.1
N -2.434 -0.471 1.496 0.2 0.3 1.0
N 0.224 0.766 1.138 0.3 1.9 0.8
C -0.484 0.868 2.428 -1.7 -1.5 2.1
C -1.498 -0.319 2.606 0.4 0.2 -1.2
C -3.632 0.388 1.689 -0.5 -2.4 0.4
C -4.844 -0.535 1.875 -0.4 -1.8 0.3
H 2.895 -0.688 0.636 -0.2 -0.3 -0.2
H -5.484 -0.749 1.015 -0.1 0.8 0.0
H -0.298 2.052 -3.266 -0.2 0.5 -0.7
H 3.596 0.685 -1.335 -0.2 -0.3 0.1
H 3.402 1.110 -3.625 -0.1 0.5 0.1
H 1.829 4.029 1.276 -0.1 0.2 -0.3
H -1.917 0.744 -4.458 -0.2 0.1 0.0
H 4.059 1.307 0.006 0.2 0.1 0.0
H 0.812 1.603 1.061 0.6 0.2 0.3
H -0.783 -0.116 -3.817 -0.4 0.5 -0.1
H 2.585 -3.305 -1.388 -0.2 -0.7 -0.8
H -5.407 -0.326 2.786 -0.4 0.5 -0.4
H -1.037 1.796 2.643 0.7 0.0 -0.8
H 0.967 -1.154 -1.185 0.1 0.2 -0.6
H -3.557 0.782 2.719 0.3 1.2 -1.1
H 0.011 3.554 -3.731 -0.4 -0.4 -0.3
H 0.201 0.651 3.269 0.3 0.8 -0.7
H -4.513 -1.567 2.088 0.4 0.4 0.1
H -2.012 -0.452 0.579 0.0 0.1 0.0
H 1.520 -4.009 3.673 -0.1 -0.2 0.0
H 0.497 0.210 -1.882 0.3 -0.5 -0.6
H -3.806 0.990 0.806 0.2 0.9 0.5
H -1.265 -2.198 -3.737 0.0 0.0 0.0
H -1.936 -2.714 2.119 0.0 0.4 0.1
H -0.272 0.918 0.258 -0.7 -1.0 0.4
H -2.086 -0.306 3.526 0.2 0.7 0.0
H 1.553 3.592 -2.415 0.3 0.3 -0.1
H -0.350 -2.032 -2.533 0.0 0.0 -0.1
H 2.989 4.374 -2.189 -0.3 0.3 -0.3
H 1.821 -2.523 -0.519 -0.8 -0.3 0.4
H 0.751 3.995 0.130 0.3 0.3 -0.1
H 2.310 -1.895 1.547 0.3 0.1 0.1
H 2.760 -4.678 3.043 -0.2 0.0 0.1
H -2.734 -3.573 1.214 -0.2 -0.2 -0.2
H 0.849 -0.060 1.066 -0.2 -0.1 -0.2
H 2.545 1.807 -2.476 0.4 0.6 -0.6
H -0.897 -1.199 2.785 0.4 -0.6 -0.5
```
Forces are in eV/Å.

Atom charges from the Löwdin analysis, given in e for atoms 1 to 5: -0.070, -0.052, -0.078, -0.063, -0.043

---

Q: Which formula does entry 1 have?
A: C4H35NO16

---

Q: What is the formula in the first record?
A: C4H35NO16

---

Q: The lowest E_LUMO belongs to which entry?
A: C4H36HgO15

---

Q: The highest electronic energy belongs to which entry?
A: C4H37N2O12